1.
C12H23CoN5O6S | the ωB97M-V functional and the def2-TZVPD basis

Output
Gap between HOMO and LUMO (alpha / beta) (eV): 6.8 / 5.5
Spin multiplicity: 4
⟨S²⟩: 3.92
Energy above the lowest of the compared OMol25 structures with the same formula, charge and spin (kcal per mole): 0.0
E_tot (eV): -81003.5621
M (g mol⁻¹): 424.3

Geometry as XYZ:
```
48
Properties=species:S:1:pos:R:3:forces:R:3
O 3.567757 0.236200 -0.108925 0.1007 -2.1554 -0.8823
H 4.319579 -0.299083 0.196983 0.1980 0.4874 -0.3765
Co -0.291200 -0.576021 -0.134648 0.5797 2.1844 0.2401
N 0.753317 -0.985011 -1.756768 0.4349 -0.5968 -1.0668
N 0.388199 1.337250 -1.032752 0.7411 1.3924 -0.7225
N -1.070243 -1.605922 1.260690 -1.6796 -0.7444 3.2453
N -1.098226 0.753239 1.247725 -0.3371 -0.7575 3.9821
O 0.854885 -2.220249 -1.984042 0.6194 0.7376 -0.5406
O -0.978616 -2.878672 1.132861 0.5507 -0.6344 0.0703
O -1.576883 1.933483 0.911129 -0.4348 2.0426 -0.6385
O 0.013643 2.549462 -0.757480 0.5898 -0.5419 -0.6601
C 1.220334 1.267926 -2.095896 -1.1031 -1.0756 1.1307
C 1.544052 -0.063497 -2.413211 -0.4847 -1.0604 0.4913
C -1.373909 -1.084782 2.500154 0.7897 -2.7331 -2.5438
C -1.548835 0.308658 2.440130 1.0853 1.1475 -3.9313
C 2.601159 -0.533662 -3.325784 0.2551 -0.0612 -0.6078
H 3.589516 -0.555879 -2.848562 -0.2870 0.0583 0.1472
H 2.678122 0.144727 -4.172637 0.0706 -0.0370 -0.1608
H 2.377484 -1.544034 -3.681451 -0.0136 0.2132 0.0781
C 1.574595 2.493681 -2.800273 0.6254 0.2063 -0.6327
H 2.054020 3.194812 -2.133023 0.1297 0.2299 0.2359
H 0.692627 2.985177 -3.195176 -0.2717 0.0574 0.0417
H 2.234607 2.280513 -3.625642 0.2887 -0.0031 -0.2720
C -1.715414 -2.005072 3.617602 -0.1380 -0.2280 0.5799
C -2.425875 1.087816 3.301978 -0.3221 0.3803 0.3736
H -1.062872 -2.902622 3.633103 -0.3889 0.5439 -0.1764
H -2.763453 -2.354866 3.499075 0.5338 0.0107 0.1230
H -1.638504 -1.503060 4.601740 -0.0604 -0.1597 -0.5116
H -2.520721 2.091170 2.930609 0.0422 0.4173 -0.1017
H -2.065178 1.117861 4.315819 0.1476 -0.0435 0.5179
H -3.412713 0.648515 3.314449 -0.4094 -0.2184 0.0869
H 0.865557 -2.326596 0.479666 -0.0139 -0.1816 0.1193
H -0.892748 2.295938 0.182027 -0.5678 -0.0179 0.8318
C 3.115167 1.721767 1.761074 -1.5279 -0.4425 1.6382
H 3.420274 2.619112 1.286361 0.7825 0.1360 -0.4616
H 3.450931 0.705391 1.727955 1.0392 0.8226 0.4307
H 2.098459 1.703442 2.104133 -0.5690 0.5036 0.1893
O 1.231495 -1.413733 0.531733 2.5733 -0.6982 1.4769
H 2.848580 -0.375505 0.167242 0.0966 0.6610 -0.7632
H 1.546390 -1.317742 1.437885 -0.3355 0.0404 0.3440
S -4.064680 0.052817 -1.995290 0.3031 0.2474 -0.0762
C -3.672726 -1.601533 -1.844644 1.2319 -1.1978 0.3355
C -2.376938 -1.752123 -1.401495 -0.6433 0.8561 -0.1356
N -1.750009 -0.535503 -1.149145 -3.5802 0.8563 -1.4319
C -2.502234 0.524517 -1.459835 0.1413 -2.2059 -0.1522
H -4.309428 -2.475569 -2.044719 0.0492 0.9607 -0.0237
H -1.807569 -2.672608 -1.205875 -0.5137 0.5316 -0.0082
H -2.121775 1.529871 -1.414850 -0.3177 0.0694 0.1683
```
Positions in Å, forces in eV/Å.

2.
C35H69Br3N4O11P2 | the ωB97M-V functional and the def2-TZVPD basis

Output
Gap between HOMO and LUMO (eV): 8.2
SMILES: CC(=O)N(C)CCCCN[C@](Br)([PH2]=O)[C@@](N)(C[C@H](C)O)O[C@](N=C(C)C)(/C(Br)=C(/C)Br)P(=O)(O)O.C1CCOC1.C1CCOC1.C1CCOC1.C1CCOC1
E_tot (eV): -294588.7659
M (g mol⁻¹): 1023.6

Geometry as XYZ:
```
124
Properties=species:S:1:pos:R:3:forces:R:3
C 1.672082 -5.384582 1.129611 -0.0636 0.7768 -0.6392
C 2.052751 -4.471593 -0.197963 3.8359 0.3867 -2.8675
O 3.207045 -4.534473 -0.870163 -6.4677 -0.0728 4.4095
N 1.004924 -3.465994 -0.653011 1.4703 -0.2502 -0.3868
C 0.245603 -3.944928 -1.876660 -1.0311 -0.8878 -0.2299
C 1.620795 -2.101911 -0.885638 0.1664 1.1011 0.7207
C 1.999617 -1.428846 0.596133 -0.8554 0.2639 -1.4798
C 0.543897 -0.954853 1.234698 2.2240 -0.1427 0.6760
C 0.879938 -0.472641 2.801213 -0.7320 -2.4148 0.4002
N 0.112720 0.729601 3.254141 1.8204 0.4415 -0.3419
C 0.467504 2.024959 2.578543 -1.9326 -0.6815 1.8556
Br 2.230573 2.106107 1.663962 -0.8768 -0.0430 0.4685
P 0.696752 3.260675 4.080663 3.2390 4.2983 -2.4751
O 1.375140 4.617066 3.634708 -2.1465 -3.7579 1.7725
C -0.849317 2.505398 1.647058 1.6467 1.0193 -0.5508
N -1.299832 3.762518 2.373458 -1.4927 -0.4575 -1.6941
C -0.441968 2.754727 0.059926 -1.3115 -0.0114 -0.1456
C 0.052959 4.252732 -0.326553 0.1955 -0.0255 -2.5356
C 0.904165 4.111752 -1.759624 -0.1261 -0.8922 0.0500
O 0.883659 4.969433 0.630307 -0.9531 0.8920 -1.7693
O -1.729910 1.368027 1.665834 -1.9595 1.4646 -0.5189
C -3.169588 1.575653 1.579707 -0.6051 -0.5361 0.6627
N -3.663338 2.757198 0.834839 -2.5702 0.3546 1.8726
C -4.956800 3.057710 0.810237 0.6679 1.5556 -0.3414
C -5.286323 4.645912 0.369237 -0.1882 -0.5655 0.9951
C -6.306265 2.205357 1.142764 -0.7093 -0.1830 -0.3604
C -3.699227 1.392766 3.130758 0.5929 -4.3477 2.5637
Br -4.654805 2.833228 4.220537 1.0791 -1.1818 -1.5834
C -3.480644 0.146043 3.970911 -0.8391 3.6028 -0.9077
C -4.034906 0.024501 5.547050 -0.3779 0.3511 -1.2470
Br -2.480956 -1.449807 3.328556 -1.2472 1.8804 0.6350
P -3.705274 0.098246 0.404162 3.6811 -5.1913 -3.1125
O -2.439798 -0.835287 0.039724 -4.9489 3.5565 1.6112
O -4.981856 -0.867109 1.100797 1.4774 3.0257 -0.6487
O -4.229315 0.690914 -1.187147 1.3334 -0.0371 2.7625
H 0.493287 -5.410087 1.297992 2.6507 -0.0136 -0.6741
H 2.111775 -4.842645 2.094736 -0.6858 -1.2334 -2.2186
H 2.136002 -6.444439 0.947543 -0.9132 2.0787 0.6240
H -0.871623 -4.179959 -1.561001 2.2633 0.4349 -0.6808
H 0.179160 -3.116947 -2.722760 0.4738 -1.8383 1.8222
H 0.735488 -4.943562 -2.261845 -1.0295 2.0889 0.3585
H 2.534635 -2.092830 -1.617811 -1.5873 -0.2570 1.3623
H 0.776207 -1.410798 -1.355933 1.7153 -1.5525 1.0275
H 2.683633 -0.503256 0.363441 -1.3497 -1.7314 0.6770
H 2.594886 -2.159978 1.291934 -1.2152 1.2332 -1.3480
H -0.130626 -1.914766 1.252122 1.0252 2.2688 -0.2179
H 0.141999 -0.082959 0.565053 0.4642 -1.8900 1.4829
H 0.469578 -1.385171 3.457118 0.8969 2.0437 -1.1966
H 2.040113 -0.459970 3.029911 -2.2324 0.3704 -0.7166
H 0.080412 0.845205 4.299082 0.4565 -0.4262 -1.4753
H -0.503392 3.404751 4.863979 0.4705 -0.5659 -0.3936
H 1.666930 2.591330 4.958247 -1.1552 -0.0600 -0.6417
H -1.818802 4.423242 1.719719 1.0581 -1.2537 0.9538
H -1.992191 3.571419 3.127767 0.6691 -0.2494 -0.8101
H -1.465224 2.610624 -0.544551 2.1412 0.4879 1.4093
H 0.226120 1.872979 -0.392645 -1.1171 2.1511 1.4877
H -0.908415 4.890277 -0.617072 1.7556 -1.2484 0.8818
H 0.546634 3.162500 -2.386338 0.5407 2.1061 1.3202
H 0.743835 5.058305 -2.429363 0.5631 -1.7209 1.3072
H 2.046374 3.897884 -1.512956 -2.4425 0.7465 -0.4558
H 1.028038 5.898973 0.231251 -0.3312 -2.2761 0.9655
H -4.302285 5.274134 0.214393 -2.0223 -1.5272 -0.0076
H -5.832990 5.132488 1.312268 1.1079 -1.1846 -1.9531
H -6.047092 4.712954 -0.519423 1.6559 -0.1711 1.5989
H -6.544244 1.464836 0.242558 0.7742 1.5538 1.8059
H -6.291931 1.579878 2.129248 0.2636 1.2307 -1.8097
H -7.266663 2.910530 1.217139 2.4076 -1.3173 -0.1570
H -3.597515 0.897675 6.208615 -0.6972 -1.9389 -1.4053
H -5.205287 0.222429 5.472611 2.4927 -0.5951 0.3135
H -3.806273 -1.050117 5.973851 -0.4191 2.3888 -0.9720
H -5.417647 -0.417984 1.884629 0.8486 -0.4889 -1.2641
H -3.406457 1.034108 -1.678949 -1.5035 -0.8945 1.1482
C -5.830333 0.567169 -5.137947 -0.4472 -0.3378 0.3403
C -5.661460 1.940992 -5.733619 -0.0961 0.3007 -0.5722
C -4.529861 2.508734 -4.904890 0.2419 0.2517 0.2936
O -3.705106 1.402542 -4.513424 -0.2723 0.0461 -0.0153
C -4.402870 0.185581 -4.812362 0.3765 -0.3304 -0.0242
H -6.319857 -0.144908 -5.807121 0.0812 0.0608 0.0919
H -6.419479 0.632470 -4.215461 0.0575 -0.0644 -0.0951
H -5.350526 1.855105 -6.781484 -0.0539 0.0623 0.1002
H -6.566994 2.551728 -5.694572 0.1257 -0.0393 0.0001
H -4.905157 2.984934 -3.992887 -0.0514 0.0941 -0.0324
H -3.930149 3.237585 -5.457686 0.0452 -0.1054 0.1099
H -3.910294 -0.278819 -5.673601 -0.0510 -0.0712 0.0171
H -4.334525 -0.497361 -3.961122 0.0878 0.1313 -0.0356
C 6.076196 -8.658958 0.065596 0.5737 -0.3204 -0.0321
C 5.415184 -7.523704 -0.672641 -0.0855 0.6404 0.1153
C 4.291429 -8.229988 -1.399263 -0.2506 -0.1282 -0.3511
O 3.906255 -9.346232 -0.585159 0.3016 0.1539 0.1287
C 4.893064 -9.524416 0.440361 -0.3570 -0.1867 0.1867
H 6.661276 -8.338698 0.931387 -0.0617 -0.0732 -0.0698
H 6.739874 -9.206962 -0.613786 -0.0266 0.0290 0.1211
H 5.002423 -6.805096 0.045210 0.0294 0.0161 -0.1596
H 6.087526 -6.986370 -1.346245 -0.1156 -0.0388 0.0536
H 4.626881 -8.621153 -2.365610 0.0034 0.0918 -0.0500
H 3.427153 -7.580773 -1.566626 0.0453 -0.1152 0.0348
H 4.450595 -9.201882 1.389163 0.0826 -0.0442 0.0785
H 5.155532 -10.582958 0.519674 -0.1345 0.0577 -0.0431
C -1.562083 8.559311 -0.776902 0.4357 -0.1086 0.4505
C -1.752959 8.323307 -2.252911 0.1283 0.2900 -0.5632
C -2.997656 7.463222 -2.277882 -0.2856 -0.3276 -0.0498
O -3.788449 7.842581 -1.143044 0.3189 0.0229 -0.0383
C -2.989239 8.670515 -0.286878 -0.3780 0.2048 0.1536
H -0.962380 9.443641 -0.547125 -0.0865 -0.1137 0.0075
H -1.077292 7.687672 -0.321313 -0.0211 0.0934 0.0244
H -1.947266 9.276457 -2.758705 0.0451 -0.1261 0.0066
H -0.896036 7.847860 -2.736799 -0.1160 0.0364 0.0291
H -2.749536 6.401764 -2.172487 0.0499 -0.0520 -0.1064
H -3.580653 7.596014 -3.193820 -0.0428 -0.0369 0.1526
H -3.359789 9.697639 -0.374866 0.0614 0.0183 0.0915
H -3.103275 8.346093 0.751119 -0.0916 -0.0119 -0.1088
C 7.850850 -4.374169 0.428420 -0.5869 0.1615 -0.2982
C 8.412676 -5.490268 1.270684 0.0933 -0.1282 0.6192
C 9.452709 -6.089696 0.349458 0.2282 -0.2299 -0.3008
O 9.938669 -5.024269 -0.478692 -0.2981 -0.0188 0.2270
C 9.077043 -3.889530 -0.313767 0.3627 0.2418 -0.1010
H 7.365432 -3.586290 1.009880 0.0533 -0.0744 -0.0992
H 7.119120 -4.777347 -0.281760 0.0340 0.1040 0.0910
H 8.897937 -5.074311 2.161515 -0.0566 -0.0939 -0.0559
H 7.662872 -6.215467 1.596865 0.0888 0.0609 -0.0403
H 9.012835 -6.848589 -0.306253 -0.0242 -0.0962 0.0692
H 10.286144 -6.541020 0.895494 -0.0014 0.0703 -0.1407
H 9.621869 -3.138415 0.268492 -0.0682 0.0799 -0.0275
H 8.835230 -3.464822 -1.291949 0.1201 -0.0869 0.0481
```
Positions in Å, forces in eV/Å.

3.
C17H31Cl4N6NaO8P2 | the ωB97M-V functional and the def2-TZVPD basis

Output
Gap between HOMO and LUMO (eV): 6.3
Total charge: -2
Energy above the lowest of the compared OMol25 structures with the same formula, charge and spin (kcal per mole): 1.9
E_tot (eV): -116546.8329
M (g mol⁻¹): 674.2

Geometry as XYZ:
```
69
Properties=species:S:1:pos:R:3:forces:R:3
Na 0.224106 -0.255889 -0.225734 -0.1109 -0.5777 0.0954
C 1.932329 1.885824 3.658387 0.0544 0.0126 -0.0214
N 1.825628 2.696994 2.445040 0.0785 0.0297 0.1019
C 0.926977 3.821681 2.646089 0.0378 0.0413 -0.0571
P 2.028484 1.870185 1.033157 -0.3203 0.2885 -0.0807
O 1.858474 0.414018 1.125393 0.1554 -0.0404 0.0391
O 1.055754 2.699893 0.032248 -0.0209 -0.1409 -0.0223
P -0.200659 2.603166 -0.965216 0.3518 0.1321 -0.0176
O -0.943767 1.344638 -1.073604 -0.3750 0.2407 -0.0520
N -1.163597 3.802943 -0.332892 0.0259 0.0458 -0.1552
C -0.696186 5.168025 -0.338455 0.0343 0.0623 -0.0583
C -2.597579 3.684528 -0.502453 -0.0875 -0.0490 0.1035
N 0.437503 3.091894 -2.420166 0.0263 0.1254 0.1765
C 0.147862 2.278445 -3.602371 -0.1251 0.0424 -0.0214
C 1.765203 3.678791 -2.508106 0.0301 0.0179 0.0156
N 3.531661 2.244248 0.477810 0.1837 0.1607 0.2503
C 3.963310 3.617198 0.410833 0.0270 0.0853 0.0451
C 4.380021 1.304838 -0.222081 0.0139 -0.0353 -0.1045
H 2.360261 2.503413 4.456411 -0.0210 -0.0302 -0.0065
H 2.583882 1.031613 3.486097 0.0004 -0.0111 0.0138
H 0.941211 1.530881 3.954646 0.0050 -0.0009 0.0197
H 1.354080 4.466905 3.424185 -0.0230 -0.0195 -0.0124
H -0.058309 3.475961 2.962970 -0.0423 0.0212 -0.0021
H 0.832911 4.407280 1.736758 -0.0285 -0.0056 -0.0302
H 0.393006 5.207896 -0.332620 -0.0172 -0.0105 0.0469
H -1.059660 5.695000 0.549909 -0.0120 -0.0032 -0.0174
H -1.043845 5.710253 -1.231103 0.0245 -0.0021 0.0130
H -2.866571 2.634960 -0.586117 0.0009 0.0154 -0.0093
H -2.943497 4.216738 -1.402088 -0.0056 -0.0168 0.0203
H -3.107927 4.103328 0.370227 0.0036 0.0103 -0.0179
H -0.729236 1.663988 -3.419365 0.0074 -0.0224 -0.0353
H 0.997276 1.629597 -3.825299 -0.0113 -0.0254 -0.0213
H -0.049773 2.950770 -4.446234 0.0178 -0.0463 -0.0144
H 1.968306 4.327534 -1.657313 -0.0016 -0.0203 -0.0052
H 1.820730 4.288495 -3.416546 0.0091 -0.0277 0.0138
H 2.523920 2.889682 -2.564570 0.0321 0.0259 0.0040
H 3.294157 4.256468 0.987134 -0.0035 -0.0067 0.0023
H 3.991455 3.981788 -0.623089 0.0216 -0.0088 0.0023
H 4.969144 3.722502 0.836547 -0.0036 -0.0100 -0.0241
H 3.981563 0.303088 -0.120542 0.0079 -0.0078 -0.0224
H 5.388956 1.333553 0.209651 -0.0152 0.0144 -0.0228
H 4.440769 1.538796 -1.289902 0.0116 -0.0506 -0.0071
N 2.834730 -2.028155 -1.109359 0.0261 -0.0468 -0.0276
N 3.350696 -1.207037 -2.131633 -0.0175 0.0639 0.0604
C 2.703831 -0.025241 -2.555820 0.1499 0.0522 -0.0033
O 3.159964 0.497609 -3.599092 -0.0754 -0.0064 0.0207
O 1.797928 0.414243 -1.801966 -0.0465 0.0307 -0.0481
H 2.846003 -1.488731 -0.249873 -0.0189 -0.0052 0.0005
H 1.858100 -2.254682 -1.285864 -0.0457 0.0109 -0.0186
H 3.833802 -1.703254 -2.857894 0.0234 -0.0580 -0.0198
Cl -4.519660 -5.719712 -3.298684 -0.0739 -0.0677 -0.0515
C -3.360219 -4.684352 -2.489237 0.0300 0.0540 0.0391
C -3.798840 -3.563515 -1.799589 0.1244 -0.1174 -0.0673
C -2.870615 -2.762779 -1.173050 0.0338 0.1631 0.1106
Cl -3.441277 -1.370019 -0.300629 0.0072 0.0448 0.0172
C -1.451728 -2.985877 -1.173487 -0.1334 0.0565 0.0868
O -0.622027 -2.238300 -0.591746 -0.0207 -0.2687 -0.1579
C -1.108642 -4.166325 -1.899940 0.1509 -0.0905 -0.0373
Cl 0.581845 -4.588403 -1.975596 0.0077 0.0016 -0.0061
C -2.011416 -4.989814 -2.539469 -0.0891 0.0325 0.0083
H -4.848621 -3.312081 -1.746618 -0.0148 -0.0181 -0.0116
H -1.656020 -5.860833 -3.071562 -0.0206 -0.0204 -0.0135
Cl -4.539844 2.014702 3.011169 0.0456 0.0014 0.0011
C -3.142638 1.116717 2.281931 -0.1690 0.0104 0.1302
C -1.758651 1.512372 2.848673 0.0206 0.1197 -0.1498
O -1.669191 1.857834 4.037869 -0.0177 0.0280 0.0359
O -0.853515 1.409357 1.988902 0.0393 -0.1407 0.0364
H -3.187910 1.303163 1.215662 0.0678 -0.0292 -0.0190
H -3.342567 0.065378 2.478392 0.0802 -0.0034 -0.0405
```
Positions in Å, forces in eV/Å.